[1]
Molecular formula: C2H3N2S2
Method: DFT, ωB97M-V/def2-TZVPD

Summary:
HOMO = -0.519 Eh
LUMO = -0.199 Ha
orbital gap = 8.70 eV
charge = +1

Cartesian coordinates (Å):
C1 -0.035 0.457 -0.414
C2 1.421 -0.542 0.790
N1 -0.027 -0.313 0.648
N2 -1.218 0.832 -0.878
S1 2.147 -1.565 1.779
S2 1.723 0.550 -0.719
H1 -0.770 -0.889 1.115
H2 -1.971 0.290 -0.549
H3 -1.270 1.181 -1.772

---

[2]
Molecular formula: C34H45BN8NiS4
Method: DFT, ωB97M-V/def2-TZVPD

Summary:
HOMO (spin up / spin down) = -0.485 / -0.485 Eh
LUMO (spin up / spin down) = -0.233 / -0.276 Ha
orbital gap (spin up / spin down) = 6.85 / 5.68 eV
2S+1 = 3
charge = +2

Cartesian coordinates (Å):
Ni1 -0.476 0.041 -0.030
C1 -0.603 -5.106 0.167
C2 0.288 -4.205 0.971
C3 1.035 -4.626 2.034
C4 1.842 -3.724 2.772
N1 1.918 -2.463 2.426
N2 1.183 -2.067 1.389
B1 1.233 -0.560 1.079
N3 2.428 -0.128 0.231
N4 3.503 -0.933 0.221
C5 4.590 -0.455 -0.318
C6 4.620 0.870 -0.845
C7 3.523 1.676 -0.824
C8 3.498 3.072 -1.372
C9 2.358 1.096 -0.268
S1 0.813 1.864 -0.232
C10 5.819 -1.350 -0.386
C11 7.039 -0.580 0.145
C12 5.626 -2.611 0.452
C13 6.038 -1.732 -1.860
N5 1.217 0.241 2.409
N6 2.437 0.430 2.940
C14 2.506 1.012 4.107
C15 1.320 1.422 4.774
C16 0.089 1.225 4.225
C17 -1.194 1.634 4.889
C18 0.071 0.602 2.956
S2 -1.369 0.247 2.072
C19 3.879 1.229 4.729
C20 4.986 0.670 3.835
C21 4.084 2.741 4.916
C22 3.916 0.526 6.098
C23 0.375 -2.832 0.679
S3 -0.533 -2.060 -0.574
C24 2.667 -4.138 3.988
C25 2.241 -5.512 4.504
C26 2.500 -3.095 5.109
C27 4.143 -4.185 3.555
H1 -0.682 -6.087 0.632
H2 -1.606 -4.683 0.069
H3 -0.206 -5.236 -0.845
H4 0.983 -5.665 2.339
H5 5.540 1.237 -1.291
H6 4.463 3.341 -1.797
H7 2.732 3.170 -2.146
H8 3.252 3.791 -0.586
H9 6.854 -0.179 1.146
H10 7.889 -1.262 0.209
H11 7.337 0.243 -0.511
H12 5.492 -2.354 1.506
H13 4.756 -3.188 0.129
H14 6.513 -3.242 0.362
H15 6.199 -0.852 -2.489
H16 6.924 -2.365 -1.944
H17 5.183 -2.288 -2.254
H18 1.394 1.910 5.741
H19 -0.998 2.214 5.788
H20 -1.809 2.232 4.213
H21 -1.782 0.754 5.167
H22 5.065 1.239 2.903
H23 5.938 0.742 4.362
H24 4.808 -0.377 3.574
H25 4.044 3.268 3.958
H26 3.338 3.181 5.584
H27 5.066 2.921 5.360
H28 3.650 -0.533 6.017
H29 4.925 0.591 6.512
H30 3.238 0.997 6.817
H31 1.169 -5.558 4.722
H32 2.497 -6.317 3.810
H33 2.771 -5.713 5.437
H34 1.510 -3.165 5.568
H35 3.246 -3.274 5.886
H36 2.639 -2.080 4.727
H37 4.293 -4.869 2.715
H38 4.486 -3.192 3.260
H39 4.756 -4.534 4.389
N7 -3.740 1.366 -0.097
C28 -3.125 1.132 -1.270
N8 -1.894 0.691 -1.398
C29 -1.530 0.594 -2.767
C30 -0.303 0.180 -3.276
C31 -0.122 0.134 -4.649
C32 -1.147 0.494 -5.515
C33 -2.370 0.907 -5.019
C34 -2.538 0.951 -3.644
S4 -3.958 1.435 -2.751
H40 -3.244 1.276 0.768
H41 -4.691 1.685 -0.067
H42 0.505 -0.104 -2.613
H43 0.829 -0.189 -5.053
H44 -0.988 0.451 -6.584
H45 -3.176 1.189 -5.688

---

[3]
Molecular formula: C15H13N3O3S2
Method: DFT, ωB97M-V/def2-TZVPD

Summary:
HOMO = -0.308 Eh
LUMO = -0.011 Ha
orbital gap = 8.07 eV

Cartesian coordinates (Å):
C1 -3.589 -2.530 -0.518
C2 -2.117 -2.219 -1.185
H1 -1.863 -2.793 -2.031
H2 -2.185 -1.204 -1.555
O1 -1.204 -2.586 -0.373
C3 -1.098 -1.536 0.736
O2 -1.778 -0.566 0.920
C4 0.105 -1.778 1.472
C5 1.327 -1.676 0.693
C6 2.116 -2.779 0.236
S1 3.371 -1.953 -0.639
C7 2.822 -0.419 -0.326
N1 1.901 -0.648 0.401
N2 3.666 0.643 -0.633
C8 3.297 1.880 -0.681
O3 4.069 2.709 -0.648
C9 1.928 2.003 -0.139
C10 0.841 1.691 -0.958
C11 -0.321 2.136 -0.747
C12 -0.761 2.764 0.633
C13 0.257 3.139 1.252
C14 1.486 2.972 1.133
H3 2.416 3.318 1.656
H4 0.005 3.725 2.424
N3 -2.067 3.072 0.489
C15 -2.683 2.426 -0.214
S2 -1.885 1.457 -1.519
H5 -3.801 2.594 -0.261
H6 1.021 1.178 -1.841
H7 4.611 0.333 -0.952
H8 1.898 -3.672 0.270
H9 -0.032 -2.837 1.845
H10 0.185 -1.036 2.429
H11 -4.416 -2.555 -1.399
H12 -3.693 -3.615 -0.216
H13 -3.829 -1.640 0.245

---

[4]
Molecular formula: C9H13N4O2
Method: DFT, ωB97M-V/def2-TZVPD

Summary:
HOMO (spin up / spin down) = -0.481 / -0.522 Eh
LUMO (spin up / spin down) = -0.106 / -0.253 Ha
orbital gap (spin up / spin down) = 10.22 / 7.33 eV
2S+1 = 3
charge = +1

Cartesian coordinates (Å):
C1 -4.594 -1.187 -0.197
C2 -5.713 -0.501 -0.372
C3 -5.061 0.719 -0.198
C4 -1.244 1.191 0.395
C5 0.312 -0.675 0.113
C6 3.352 1.215 0.277
C7 2.894 -1.257 1.080
C8 2.856 -0.767 -1.381
C9 2.670 -0.137 0.060
N1 -3.454 -0.784 0.123
N2 -1.418 2.345 0.467
N3 -3.755 0.527 0.041
N4 -1.037 -0.017 0.297
O1 0.224 -1.818 -0.023
O2 1.223 0.213 0.245
H1 -6.712 -0.633 -0.699
H2 -5.386 1.697 -0.188
H3 2.732 1.954 0.890
H4 4.259 0.956 0.689
H5 3.414 1.618 -0.675
H6 2.227 -2.110 1.107
H7 2.922 -0.697 1.973
H8 3.951 -1.634 1.083
H9 3.169 -1.786 -1.402
H10 1.890 -0.655 -1.801
H11 3.532 -0.182 -1.893
H12 -1.387 3.097 -0.141
H13 -1.865 -0.694 0.129

---

[5]
Molecular formula: C9H13OS3
Method: DFT, ωB97M-V/def2-TZVPD

Summary:
HOMO = -0.122 Eh
LUMO = 0.093 Ha
orbital gap = 5.87 eV
charge = -1

Cartesian coordinates (Å):
C1 -3.513 -1.023 -0.285
C2 2.535 -0.728 0.277
C3 1.988 -0.085 1.542
C4 0.239 -1.037 0.326
C5 1.025 0.554 -1.224
C6 1.373 -0.852 -0.700
C7 0.491 0.258 1.090
C8 0.364 1.233 -0.047
C9 -1.237 1.628 -0.223
O1 -3.810 -1.081 -1.472
S1 -3.256 -2.292 0.802
S2 -1.995 2.592 0.804
S3 -2.032 1.221 -1.751
H1 3.337 -0.291 -0.267
H2 2.885 -1.735 0.434
H3 1.862 -0.800 2.285
H4 2.510 0.772 1.958
H5 -0.711 -0.980 -0.130
H6 0.145 -1.983 0.995
H7 1.924 1.020 -1.523
H8 0.475 0.387 -2.188
H9 1.251 -1.610 -1.413
H10 -0.212 0.617 1.903
H11 0.939 2.276 0.245
H12 -3.463 -0.110 0.194
H13 -3.115 2.050 -1.631

---

[6]
Molecular formula: C16H30N7O7OsS
Method: DFT, ωB97M-V/def2-TZVPD

Summary:
HOMO (spin up / spin down) = -0.417 / -0.412 Eh
LUMO (spin up / spin down) = -0.113 / -0.201 Ha
orbital gap (spin up / spin down) = 8.29 / 5.76 eV
2S+1 = 5
charge = +1

Cartesian coordinates (Å):
Os1 0.275 -0.525 -0.336
C1 -3.285 -2.282 -1.931
C2 -2.163 -1.786 -1.092
N1 -1.321 -0.847 -1.495
O1 -1.520 -0.320 -2.757
C3 -1.925 -2.275 0.217
C4 -2.779 -3.270 0.930
N2 -0.835 -1.739 0.796
O2 -0.549 -1.960 1.991
H1 -3.209 -1.913 -2.947
H2 -4.234 -1.947 -1.507
H3 -3.290 -3.372 -1.929
H4 -0.633 -0.364 -3.153
H5 -2.811 -4.215 0.383
H6 -3.806 -2.912 1.036
H7 -2.369 -3.456 1.918
O3 0.841 1.639 0.637
S1 2.270 1.083 1.034
O4 2.473 1.289 2.457
O5 1.893 -0.470 0.814
O6 1.036 1.267 -1.856
O7 1.217 -1.309 -2.514
C5 2.208 -0.835 -3.073
C6 2.548 -1.160 -4.500
C7 2.790 0.162 -5.260
C8 1.875 1.326 -4.814
C9 2.398 2.168 -3.635
C10 2.376 1.445 -2.293
N3 2.993 0.106 -2.453
H8 1.713 -1.717 -4.922
H9 3.426 -1.810 -4.540
H10 2.632 -0.032 -6.321
H11 3.835 0.469 -5.164
H12 0.875 0.947 -4.568
H13 1.738 1.998 -5.660
H14 1.787 3.067 -3.530
H15 3.424 2.493 -3.840
H16 0.913 1.811 -1.035
H17 2.947 1.982 -1.542
H18 3.882 0.215 -2.924
C11 -0.332 2.566 3.178
N4 -0.944 2.896 4.458
C12 -2.373 2.560 4.425
N5 -2.595 1.124 4.188
C13 -1.997 0.770 2.911
N6 -0.555 1.108 2.982
C14 0.154 0.290 4.028
N7 -0.477 0.662 5.286
C15 -0.295 2.102 5.512
C16 -1.910 0.361 5.244
H19 0.735 2.759 3.184
H20 -0.803 3.116 2.368
H21 -2.860 3.133 3.637
H22 -2.818 2.827 5.382
H23 -2.456 1.344 2.107
H24 -2.100 -0.296 2.720
H25 1.206 0.540 4.014
H26 0.019 -0.763 3.807
H27 0.768 2.332 5.538
H28 -0.744 2.364 6.468
H29 -2.354 0.623 6.203
H30 -2.050 -0.704 5.068

---

Which formula does entry 6 have?
C16H30N7O7OsS